(1)
62
Properties=species:S:1:pos:R:3:forces:R:3 method="wB97M-V/def2-TZVPD" gap_ev=6.0 fmax_ha_per_bohr=0.032 e_homo_ha=-0.115 lumo_energy_ev=2.860 e_tot_ha=-2501.57358 molar_mass_g_mol=539.1 total_charge=-1 relative_energy_ev=2.161
Pd 0.597073 0.279439 -0.376484 -1.010 -0.797 -0.995
C 0.155347 -4.876363 2.292648 0.010 -0.026 0.025
Si -1.431191 -4.740862 1.319780 0.098 0.040 0.036
C -1.542159 -6.216241 0.156118 -0.009 0.003 0.004
C -2.873477 -4.835764 2.523349 -0.002 -0.007 -0.010
C -1.676906 -3.193471 0.282751 0.036 0.113 -0.073
C -2.879499 -3.130246 -0.405181 -0.056 0.015 -0.026
C -3.215668 -2.035076 -1.196381 0.010 -0.044 0.043
C -2.300820 -1.005764 -1.270723 -0.061 0.075 0.097
N -1.129236 -1.029744 -0.644232 0.092 0.027 -0.036
C -0.792756 -2.091892 0.128152 -0.151 -0.224 0.065
S 0.763872 -1.930805 0.845778 0.099 -0.031 0.104
H 0.159439 -5.820811 2.847227 -0.028 -0.005 -0.013
H 0.255916 -4.052672 2.999080 0.005 0.004 -0.007
H 1.027073 -4.845032 1.639780 0.001 0.009 0.000
H -1.432104 -7.156430 0.702908 -0.005 0.001 0.000
H -0.752402 -6.165691 -0.596523 0.003 -0.006 0.001
H -2.500886 -6.240059 -0.366970 0.006 -0.007 -0.013
H -2.806053 -5.730575 3.147705 -0.001 -0.001 -0.003
H -3.831443 -4.861294 1.999130 -0.008 0.008 0.013
H -2.875627 -3.961857 3.178266 -0.002 -0.003 0.005
H -3.587852 -3.950696 -0.319568 -0.009 0.009 -0.016
H -4.157730 -1.976413 -1.723737 -0.002 0.002 0.002
H -2.517745 -0.112765 -1.843575 0.020 0.006 0.017
O 2.133029 1.151300 0.141902 0.986 0.474 0.608
C -1.099047 1.027196 -3.925979 0.053 -0.017 -0.002
C 0.205102 1.750920 -3.619322 -0.091 0.053 -0.025
P 0.573626 1.990648 -1.831574 0.152 0.111 0.302
C 2.193677 2.815112 -1.953640 0.211 0.092 -0.202
C 2.376079 4.114994 -2.733261 -0.015 -0.056 0.014
C -0.707262 3.195980 -1.290714 -0.161 -0.036 -0.220
C -0.910809 4.533527 -1.999834 -0.039 -0.093 0.003
H -1.234786 0.905159 -5.002905 -0.022 0.008 0.002
H -1.962845 1.576068 -3.543098 -0.001 -0.010 0.005
H -1.095675 0.036993 -3.471625 -0.003 -0.005 -0.015
H 0.223709 2.729574 -4.108834 -0.004 -0.019 -0.028
H 1.047795 1.180728 -4.018634 0.019 0.002 0.022
H 2.828847 2.040015 -2.393472 -0.047 -0.051 -0.008
H 2.541611 2.826952 -0.918331 -0.079 0.167 -0.001
H 2.062416 4.024086 -3.776818 -0.021 0.040 0.010
H 3.434323 4.387368 -2.736919 0.008 -0.010 -0.032
H 1.836293 4.951349 -2.295144 0.031 0.008 0.020
H -0.567281 3.304270 -0.217028 0.126 0.094 0.119
H -1.640222 2.624124 -1.355421 0.029 -0.065 0.034
H -0.051565 5.192427 -1.912633 -0.013 0.015 0.032
H -1.767223 5.053589 -1.564288 -0.017 0.000 -0.027
H -1.118283 4.393394 -3.063485 0.027 0.034 -0.016
S -1.137247 1.625359 2.115410 -0.059 0.161 0.342
C 0.473178 1.633173 2.639259 -0.039 -0.101 -0.205
N 1.075136 0.507615 3.055882 0.015 -0.021 0.072
C 2.528188 0.343711 2.979970 -0.106 0.014 0.024
C 3.195307 1.632713 3.421174 0.014 0.025 -0.027
C 2.650291 2.774730 2.580043 -0.066 -0.056 0.011
N 1.190690 2.779312 2.667433 -0.004 0.016 0.030
H 0.545909 -0.321759 2.815227 0.003 0.023 -0.059
H 2.782939 0.134692 1.933508 0.029 0.013 -0.004
H 2.807413 -0.487628 3.628997 -0.002 -0.017 0.016
H 4.274205 1.558172 3.272615 -0.001 -0.006 0.014
H 3.005598 1.814659 4.483201 -0.006 0.022 0.001
H 2.930463 2.610880 1.535164 0.017 0.019 -0.006
H 3.012985 3.739331 2.941027 0.018 0.014 0.006
H 0.708273 3.530353 2.202847 0.016 -0.002 -0.025

=====

(2)
133
Properties=species:S:1:pos:R:3:forces:R:3 method="wB97M-V/def2-TZVPD" gap_ev=6.6 fmax_ha_per_bohr=0.071 e_homo_ha=-0.373 lumo_energy_ev=-3.527 e_tot_ha=-3913.74579 molar_mass_g_mol=1001.0 total_charge=+1
C 4.334489 -0.830363 -0.075997 0.209 -0.041 0.227
C 4.340264 0.156181 -0.994083 -0.219 0.521 0.197
C 3.030301 0.777506 -1.340584 1.126 -1.088 -0.612
O 2.411872 0.433937 -2.274863 -2.317 -1.053 -2.641
O 2.507750 1.707735 -0.540039 0.806 0.726 0.424
C 3.475282 2.562767 0.101330 -0.406 0.080 1.506
C 2.735738 3.432882 1.091514 -0.059 0.386 -0.438
C 1.702434 4.347579 0.416695 -0.354 -1.083 0.243
C 0.317131 3.669087 0.494626 0.302 0.852 -0.211
C -0.377708 3.967725 1.818341 -0.363 -0.110 -0.773
C -1.606762 3.096663 2.153357 0.832 -0.222 0.339
C -1.538255 1.612898 1.799807 -1.871 -0.958 0.206
C -2.534776 1.078487 0.715662 2.504 -1.056 -0.502
C -1.952971 1.141878 -0.714753 -1.257 0.393 -0.482
C -2.930412 1.670094 -1.783256 1.219 -0.718 0.085
C -2.367711 1.262880 -3.167469 -1.201 0.176 0.820
P -3.629916 0.962915 -4.443260 0.275 -0.213 -0.217
O -3.034283 1.188226 -5.736353 0.631 0.552 -1.725
O -4.203750 -0.531721 -4.391803 0.249 0.656 1.437
C -4.038341 -1.253484 -3.163141 -0.312 -1.534 -0.177
C -2.729781 -2.066520 -3.116012 -0.243 1.478 0.086
O -4.874581 1.904676 -4.109370 0.357 -0.272 0.136
C -4.869999 3.179456 -4.776546 -0.521 0.956 0.130
C -3.988451 4.239711 -4.140678 -0.034 0.042 0.006
C -2.438431 -0.409214 1.061602 -1.375 1.679 -0.978
N -2.092510 -0.594112 2.254808 0.944 -1.065 0.641
C -1.942832 0.677785 2.968090 -0.231 1.548 1.330
C -3.341549 0.918177 3.599924 0.482 1.256 0.234
O -3.609897 0.014365 4.620095 -0.838 -0.032 -0.095
C -4.436086 -1.077770 4.235678 1.010 -0.548 -0.375
P -0.768981 0.620595 4.443646 0.987 -2.434 0.420
C 0.852581 1.285984 3.870119 -1.015 0.570 0.388
O -1.328179 1.754823 5.491468 0.009 0.525 -0.716
H 3.764615 -1.728480 -0.266625 -1.689 0.473 1.018
H 4.853195 -0.696199 0.863526 1.782 -1.183 -0.533
H 5.227000 0.487319 -1.517005 0.519 1.462 1.267
H 4.167946 1.977391 0.687867 0.318 -0.343 -0.182
H 4.041558 3.172659 -0.589007 -0.078 -0.058 -0.535
H 3.489495 3.970742 1.655873 0.124 0.246 0.091
H 2.224166 2.782261 1.789371 -0.060 -0.200 0.365
H 1.957691 4.415298 -0.632701 0.164 0.429 -0.257
H 1.660177 5.326568 0.870893 0.065 0.384 -0.004
H 0.496936 2.620353 0.308301 -0.158 -0.333 0.056
H -0.282172 4.060778 -0.328425 -0.270 -0.144 -0.083
H 0.362745 3.993970 2.608333 0.034 -0.290 0.340
H -0.746187 4.983552 1.729233 0.001 0.329 0.210
H -1.728407 3.131980 3.233379 -0.137 0.253 0.189
H -2.506248 3.533048 1.734313 -0.151 0.057 -0.213
H -0.594727 1.179206 1.481818 0.585 0.687 -0.048
H -3.530286 1.475664 0.832819 -0.410 0.065 -0.122
H -1.677947 0.136477 -1.020273 0.238 -0.223 -0.021
H -1.049089 1.728004 -0.792350 0.280 0.142 0.320
H -2.919908 2.746999 -1.706844 -0.473 0.369 -0.003
H -3.931836 1.293037 -1.617957 -0.263 0.072 0.065
H -1.701167 0.414888 -3.090564 0.062 -0.341 -0.078
H -1.750622 2.081526 -3.503388 0.110 0.157 -0.593
H -4.175256 -0.647705 -2.273467 0.036 0.401 -0.052
H -4.838029 -1.982353 -3.143665 -0.448 0.075 -0.065
H -2.907666 -3.126471 -3.068728 0.095 -0.319 -0.038
H -2.159055 -1.780162 -3.988518 0.268 -0.373 -0.356
H -2.152242 -1.711546 -2.268011 0.299 -0.376 0.271
H -4.653936 3.104197 -5.831361 0.313 -0.585 -0.183
H -5.887692 3.539731 -4.715093 -0.364 -0.131 0.058
H -3.027271 3.876873 -3.800582 0.200 -0.194 -0.003
H -4.485550 4.743776 -3.319282 -0.050 -0.071 0.286
H -3.780923 4.997406 -4.885963 0.037 0.197 -0.200
H -2.645753 -1.166728 0.332842 -0.034 -0.667 0.047
H -1.950729 -1.518447 2.657136 0.028 0.109 0.245
H -4.123019 0.967503 2.845169 -0.183 -0.335 -0.207
H -3.320315 1.906502 4.050516 0.053 0.186 0.099
H -5.030675 -0.893186 3.342357 -0.141 0.356 -0.043
H -3.783269 -1.920059 4.015431 -0.031 -0.292 -0.091
H -5.066474 -1.414829 5.034758 -0.223 0.370 0.542
H 0.829077 2.366417 3.976775 0.140 0.240 -0.379
H 1.586298 0.926448 4.576065 0.245 -0.303 0.098
H 1.113599 0.966783 2.871103 0.129 -0.033 -0.263
H -0.884923 1.622752 6.339177 -0.266 -0.066 0.050
C -9.800894 -4.768918 3.503781 -0.021 -0.004 -0.003
C -8.903367 -4.797419 2.444883 -0.080 0.015 0.094
C -7.568519 -4.502302 2.659916 0.082 -0.033 -0.278
C -7.148487 -4.185019 3.939592 -0.210 -0.048 -0.062
C -8.031848 -4.146041 5.003463 -0.022 0.054 0.307
C -9.365875 -4.439724 4.780138 -0.040 -0.025 -0.128
N -5.729337 -3.894327 4.178049 -0.069 -0.181 0.072
O -4.973560 -3.915749 3.219105 -0.048 0.046 0.089
O -5.384326 -3.651889 5.318332 0.001 -0.170 -0.181
H -10.842818 -5.005525 3.333722 0.002 0.005 -0.001
H -9.244951 -5.053384 1.451613 0.025 0.001 -0.008
H -6.871849 -4.525866 1.835252 0.107 0.005 0.095
H -7.694622 -3.893589 5.997888 0.133 -0.006 -0.046
H -10.067123 -4.415934 5.602454 0.023 0.007 0.020
C 0.643957 -1.569125 -6.049207 0.005 0.012 0.051
C 0.084546 -2.276495 -7.104148 0.044 0.024 0.102
C 0.030556 -3.660838 -7.060579 -0.134 0.010 -0.248
C 0.535883 -4.319188 -5.954495 -0.019 0.187 -0.029
C 1.102414 -3.630127 -4.899100 0.113 0.063 0.297
C 1.156360 -2.246311 -4.948756 -0.062 0.101 -0.061
N 0.457934 -5.788259 -5.891898 0.016 -0.196 0.028
O -0.028985 -6.368482 -6.842016 0.076 0.086 0.153
O 0.881818 -6.332700 -4.887427 -0.085 0.105 -0.185
H 0.679160 -0.487760 -6.082887 0.000 -0.007 -0.003
H -0.313169 -1.748634 -7.959654 -0.014 -0.021 -0.009
H -0.405336 -4.209922 -7.882054 0.025 -0.131 0.077
H 1.497582 -4.155469 -4.042097 -0.035 -0.136 -0.076
H 1.594702 -1.692044 -4.127860 0.022 -0.007 -0.013
C 9.050549 6.749766 -1.381440 0.014 0.024 -0.009
C 9.577066 6.289716 -0.182499 -0.060 0.040 -0.113
C 8.996340 5.210419 0.461324 0.207 -0.003 0.239
C 7.893813 4.602023 -0.109539 0.063 0.136 -0.123
C 7.353512 5.053014 -1.300224 -0.207 -0.032 -0.202
C 7.937490 6.134278 -1.937330 0.092 0.052 0.055
N 7.290560 3.441146 0.560956 -0.034 -0.111 0.044
O 7.773466 3.079738 1.612502 -0.111 0.026 -0.129
O 6.334820 2.901412 0.019267 0.328 0.160 0.116
H 9.509859 7.590063 -1.885023 -0.005 0.002 0.005
H 10.443258 6.771272 0.249337 -0.002 -0.018 0.025
H 9.407342 4.853605 1.394096 -0.096 -0.112 -0.004
H 6.489760 4.573382 -1.736132 0.013 -0.103 0.097
H 7.527455 6.495822 -2.870145 -0.018 -0.021 0.001
C 5.813985 -6.739635 1.687031 0.001 -0.030 -0.013
C 5.171126 -6.668163 2.915199 0.057 0.008 -0.117
C 5.026059 -5.447297 3.552251 -0.158 -0.127 0.232
C 5.525657 -4.309865 2.945546 0.026 -0.170 -0.096
C 6.174645 -4.365416 1.725672 0.130 0.155 -0.238
C 6.318546 -5.589914 1.095247 -0.062 -0.096 0.060
N 5.353087 -3.007516 3.607606 0.027 0.127 0.066
O 4.794468 -2.989843 4.687853 0.058 0.026 -0.185
O 5.776707 -2.020955 3.030898 -0.124 -0.126 0.099
H 5.921578 -7.694320 1.189198 0.010 0.002 0.007
H 4.780434 -7.565117 3.375408 0.000 0.014 0.027
H 4.526185 -5.393269 4.508018 0.026 0.148 0.002
H 6.565683 -3.470990 1.263015 -0.047 0.077 0.120
H 6.821900 -5.648085 0.140094 0.011 0.028 0.005